[1]
{
  "formula": "C5H6N4",
  "method": "ωB97M-V/def2-TZVPD",
  "orbital_gap_ev": 9.231,
  "smiles": "[H]/N=C\\n1cc2c(n1)NC2",
  "symbols": ["H", "N", "C", "N", "C", "C", "C", "N", "N", "C", "H", "H", "H", "H", "H"],
  "coordinates": [[-2.9213, -1.5141, 0.7028], [-3.3510, -0.5136, 0.3416], [-2.3018, 0.2827, -0.1332], [-0.9213, 0.2495, -0.1261], [-0.2123, 1.3188, -0.1277], [1.0352, 0.7740, 0.0039], [0.9701, -0.6403, -0.2108], [-0.2775, -0.9885, -0.1431], [2.3252, -0.9445, -0.2488], [2.6066, 0.5099, 0.3838], [-2.3649, 1.4596, -0.7390], [-0.6855, 2.1752, 0.0974], [2.7454, -1.7250, 0.3976], [2.8122, 0.5868, 1.5321], [3.3994, 0.9263, -0.2529]],
  "forces_ev_per_a": [[-0.880, 3.248, -1.086], [6.306, 0.977, -1.692], [-4.728, 0.755, 0.052], [-4.140, -6.542, -0.483], [5.335, -0.666, 1.040], [4.257, -0.067, -0.361], [-1.353, 3.299, 1.393], [-0.872, -0.953, -0.522], [2.115, -0.839, 3.324], [-1.240, -0.313, -0.784], [-1.575, -3.556, 2.146], [-0.990, 3.189, 0.354], [-1.507, 1.596, -1.716], [-0.389, -0.500, -2.259], [-0.338, 0.372, 0.593]],
  "nbo_charge": [0.3598, -0.6506, 0.3063, -0.2453, -0.0316, -0.1463, 0.3028, -0.2951, -0.5909, -0.2084, 0.1597, 0.2281, 0.3814, 0.2182, 0.2119]
}

***

[2]
{
  "formula": "C5H6N4O",
  "method": "ωB97M-V/def2-TZVPD",
  "orbital_gap_ev": 9.708,
  "symbols": ["C", "C", "C", "C", "C", "H", "H", "H", "H", "H", "H", "N", "N", "N", "N", "O"],
  "coordinates": [[-1.4473, 1.0178, -0.2606], [0.1222, 0.5159, -0.1656], [0.6203, -0.5957, -0.6953], [1.8943, -0.8288, -0.5235], [2.1300, 1.1096, 0.4477], [-2.5993, -0.6770, 1.5106], [-0.9262, -1.2587, 0.9824], [-2.5628, -0.6974, -0.9840], [0.0552, -1.2682, -0.9512], [2.3307, -1.7104, -0.9713], [2.8703, 1.8296, 1.1095], [-2.1804, -1.0468, 0.8256], [-2.3208, -0.0801, -0.2842], [2.7487, 0.0745, 0.0927], [0.8999, 1.4759, 0.3396], [-1.6349, 2.1398, -0.4725]],
  "forces_ev_per_a": [[3.585, -4.361, -0.923], [-2.724, 5.331, 1.394], [2.507, 4.322, 2.304], [5.342, 0.319, 0.091], [3.862, 5.261, 4.164], [-3.289, 3.541, 7.226], [-5.235, 1.008, 0.124], [-0.373, -0.141, -2.715], [-5.938, -7.054, -3.432], [0.309, -0.179, 0.338], [-2.072, -1.236, -1.823], [8.728, -3.317, -7.788], [-0.760, -0.511, 3.900], [-0.211, -4.970, -2.389], [-2.443, -0.549, -0.135], [-1.290, 2.537, -0.334]],
  "nbo_charge": [0.6901, 0.1592, -0.3502, 0.0934, 0.2728, 0.3295, 0.3220, 0.4079, 0.2041, 0.2015, 0.1592, -0.6149, -0.5722, -0.4306, -0.4268, -0.4450]
}

***

[3]
{
  "formula": "C5H6N4O3",
  "method": "ωB97M-V/def2-TZVPD",
  "orbital_gap_ev": [7.613, 7.613],
  "smiles": "C=C(N)O[C@H]1C=NC([N+](=O)[O-])=N1",
  "symbols": ["C", "C", "N", "O", "C", "C", "N", "C", "N", "O", "O", "N", "H", "H", "H", "H", "H", "H"],
  "coordinates": [[0.2991, -0.8981, -1.1685], [1.2131, -0.6488, -0.1923], [1.7130, -1.6225, 0.6067], [1.6141, 0.5973, 0.1747], [0.5653, 1.4567, 0.7643], [-0.0957, 2.1205, -0.4362], [-1.1094, 1.4343, -0.7820], [-1.1952, 0.4336, 0.2103], [-2.2258, -0.5648, 0.1351], [-3.0906, -0.4138, -0.6941], [-2.1290, -1.5057, 0.8929], [-0.4448, 0.5905, 1.2473], [0.0693, -0.1850, -1.9371], [-0.0092, -1.9132, -1.3457], [1.3444, -2.5546, 0.5283], [2.1341, -1.3470, 1.4783], [1.0589, 2.0704, 1.5119], [0.2886, 2.9503, -0.9940]],
  "forces_ev_per_a": [[0.755, 0.129, -0.388], [-0.370, -0.316, -0.352], [0.183, 0.165, 0.192], [0.481, -0.353, -0.150], [-0.352, 0.409, -0.268], [-0.087, -0.574, 0.415], [-0.372, 0.630, -0.858], [1.710, 1.332, 1.505], [-0.749, -1.019, 0.175], [-0.182, 0.230, -0.199], [0.026, 0.019, 0.134], [-1.049, -0.752, 0.138], [0.051, 0.101, -0.006], [-0.016, -0.244, 0.021], [0.017, 0.055, 0.025], [-0.115, -0.040, -0.016], [-0.007, -0.042, -0.075], [0.075, 0.270, -0.292]],
  "nbo_charge": [-0.6076, 0.5446, -0.7950, -0.5030, 0.1424, 0.1287, -0.4230, 0.4782, 0.4832, -0.3299, -0.3455, -0.4634, 0.2396, 0.2183, 0.4031, 0.4055, 0.2149, 0.2091]
}

***

[4]
{
  "formula": "C5H6N4O5",
  "method": "ωB97M-V/def2-TZVPD",
  "orbital_gap_ev": 10.000,
  "smiles": "NC(=O)NC(=O)[C@]1(O)NC(=O)NC1=O",
  "symbols": ["N", "C", "O", "N", "C", "O", "C", "O", "N", "C", "O", "N", "C", "O", "H", "H", "H", "H", "H", "H"],
  "coordinates": [[-2.3832, -2.2889, -1.6169], [-2.2296, -1.5202, -0.5511], [-2.9765, -1.6176, 0.3553], [-1.2997, -0.6153, -0.1179], [-0.3033, 0.0304, -0.8648], [-0.4374, 0.0525, -2.0972], [0.9457, 0.7190, -0.2099], [2.0028, 0.9832, -1.1791], [1.6906, -0.0864, 0.7394], [1.7876, 0.6256, 1.9263], [2.4792, 0.3799, 2.9552], [0.8488, 1.5414, 2.0059], [0.4385, 1.7814, 0.6860], [0.0748, 2.8711, 0.2514], [-3.2786, -2.4723, -1.9769], [-1.5474, -2.6346, -2.1082], [-1.1911, -0.6207, 0.8622], [1.6128, 0.9878, -2.0559], [2.5833, -0.4068, 0.4490], [1.1827, 2.2904, 2.5471]],
  "forces_ev_per_a": [[3.709, -0.350, -2.337], [-0.860, 0.004, 1.466], [-4.687, -1.274, 2.956], [5.642, 2.511, -2.565], [-1.107, -1.266, -2.995], [0.992, 0.300, 2.028], [1.642, -2.909, -1.077], [-2.057, 0.685, 1.091], [-0.794, 0.297, 1.492], [3.215, -4.500, 4.689], [-0.904, 0.391, -3.617], [-2.426, 1.272, -2.312], [0.452, 5.845, -0.725], [-0.265, -2.172, 0.974], [-0.962, -0.361, -0.005], [-1.018, 0.676, -0.043], [-0.225, -0.096, 1.073], [-0.460, 0.125, -0.480], [0.569, -0.669, -0.658], [-0.455, 1.490, 1.046]],
  "nbo_charge": [-0.8179, 0.7699, -0.6015, -0.6280, 0.6558, -0.5822, 0.2135, -0.6759, -0.6144, 0.7562, -0.6049, -0.6230, 0.6184, -0.4879, 0.4226, 0.4051, 0.4244, 0.5063, 0.4292, 0.4343]
}

***

[5]
{
  "formula": "C5H6N4OS",
  "method": "ωB97M-V/def2-TZVPD",
  "orbital_gap_ev": 8.983,
  "smiles": "NC(=S)N(C=O)n1cccn1",
  "symbols": ["N", "C", "S", "N", "C", "O", "N", "C", "C", "C", "N", "H", "H", "H", "H", "H", "H"],
  "coordinates": [[1.6819, -1.7148, 0.3990], [2.2547, -0.5243, 0.0413], [3.8399, -0.2317, -0.3476], [1.3857, 0.5775, 0.1865], [1.7512, 1.8884, 0.4309], [0.9533, 2.7698, 0.3986], [0.0538, 0.4079, -0.0065], [-0.8241, 1.2662, -0.6534], [-2.0576, 0.7401, -0.5234], [-1.9147, -0.3394, 0.3731], [-0.6984, -0.4719, 0.7314], [0.8125, -1.6321, 0.9724], [2.3371, -2.4878, 0.6395], [2.8970, 1.8674, 0.5611], [-0.3621, 2.1030, -1.1207], [-2.9510, 1.0452, -0.9035], [-2.7217, -1.0200, 0.8102]],
  "forces_ev_per_a": [[0.717, 0.214, 0.662], [0.468, -0.377, 1.017], [-0.425, -0.555, -0.047], [-0.692, -0.531, -0.180], [2.739, -0.789, -0.111], [0.300, 1.163, 0.596], [-3.654, -0.083, 0.360], [1.880, -0.861, -0.683], [0.884, -0.630, 1.096], [-2.529, -0.517, 0.239], [3.057, -1.227, 0.872], [0.697, -0.214, -0.792], [-0.746, 1.095, -0.636], [-1.544, 0.774, 0.052], [-0.501, 0.312, -0.605], [-2.037, 1.072, -1.076], [1.385, 1.156, -0.765]],
  "nbo_charge": [-0.7973, 0.2770, -0.1552, -0.3333, 0.5421, -0.5536, -0.0513, 0.0111, -0.3473, -0.0030, -0.3181, 0.4389, 0.4190, 0.1720, 0.2482, 0.2290, 0.2218]
}

***

[6]
{
  "formula": "C5H6NO",
  "method": "ωB97M-V/def2-TZVPD",
  "orbital_gap_ev": [7.257, 8.406],
  "charge": 1,
  "symbols": ["C", "C", "C", "C", "C", "N", "O", "H", "H", "H", "H", "H", "H"],
  "coordinates": [[0.2572, -0.9990, -0.8629], [-0.7667, -1.5197, -0.0084], [0.3928, 1.5405, -0.2328], [-1.0052, -0.6603, 1.0300], [0.8592, 0.2541, -0.7434], [0.1455, 1.6035, 1.1702], [-0.4716, 0.4382, 1.5080], [0.6679, -1.6160, -1.6266], [1.1481, 2.2538, -0.3181], [-0.3823, 1.9147, -0.7667], [-1.6381, -0.9121, 1.8563], [-1.1073, -2.5679, 0.1081], [1.9005, 0.2701, -1.1138]],
  "forces_ev_per_a": [[-0.564, 0.107, 0.347], [1.933, 1.607, -0.689], [1.428, -0.152, 1.041], [-1.231, -0.404, 1.843], [1.201, -1.887, -0.772], [-0.511, -3.103, -0.192], [-0.040, 2.100, 1.585], [0.512, -0.657, -0.264], [1.484, 1.249, -0.635], [-2.973, 1.062, -1.626], [-0.597, -0.887, 0.053], [0.056, 0.934, -0.635], [-0.699, 0.031, -0.054]],
  "nbo_charge": [-0.1637, -0.1824, -0.4177, 0.2435, 0.0138, 0.2116, -0.2603, 0.2595, 0.2619, 0.2506, 0.2336, 0.2957, 0.2538]
}

***

Which energy above the lowest of the compared OMol25 structures with the same formula, charge and spin belongs to each record? In order, 532.8; 559.4; 267.3; 171.2; 22.5; 664.7 kJ/mol.
Which DFT total energy belongs to each record? In order, -11236.14466; -13284.91926; -17379.54553; -21479.72298; -24123.43414; -8806.06141 eV.